Computed, not measured: an isolated ion of composition C5H11N6 and charge +1 at a distorted geometry, with wB97M-V/def2-TZVPD.

Structure (ORCA input):
```
! RIJCOSX wB97M-V def2-TZVPD def2/J DEFGRID3
* xyz 1 1
C 1.84894 -1.88428 -0.39860
N 0.46666 2.05086 1.65659
N 0.44121 -1.29527 -2.23281
H -1.62976 -0.75903 -0.86618
N 1.04059 -0.96078 -1.11217
N -0.38549 0.39730 0.26257
C -0.47098 1.24139 1.30861
N -2.32630 0.14009 1.04332
H 2.33697 -2.51982 -1.20137
C 0.76868 0.42296 -0.61154
H 1.27378 -2.31163 0.32799
N -0.42237 -0.47782 -2.74147
H 1.19481 2.30168 1.09522
H 1.59810 0.85604 0.01107
H 0.61742 0.93568 -1.70885
C -1.54028 -0.22425 0.07881
C -1.66668 0.97637 1.94904
H 0.38627 2.09965 2.62470
H -0.75923 -1.00183 -3.64535
H -3.29331 -0.17552 1.39453
H 2.66787 -1.40943 0.10691
H -2.14690 1.59766 2.65899
*
```

Calculated values
Energy above the lowest of the compared OMol25 structures with the same formula, charge and spin: 392.9 kJ/mol
Total energy: -525.30905 a.u.
Gap between HOMO and LUMO: 9.895 eV

Results of the Mulliken charge analysis, in e, for atoms 1 through 2:
1. C -0.849
2. N -0.392

Computed, not measured: an isolated ion of composition C5H11N6O2 and charge +1 at a distorted geometry, with wB97M-V/def2-TZVPD.

Structure (ORCA input):
```
! RIJCOSX wB97M-V def2-TZVPD def2/J DEFGRID3
* xyz 1 3
H 1.05505 2.29598 -0.75624
C 0.17503 1.62336 -0.45534
H 1.75488 -0.58208 1.52276
H 0.75241 -0.86073 -2.46382
C 0.31049 -1.87145 0.02913
H 2.09630 -1.65746 -0.73254
N -2.80718 0.71733 1.63796
H 0.76174 -2.67799 0.69820
N -1.65764 0.51937 1.98919
C 1.05695 -0.17369 -1.70505
N 0.01062 0.81557 -1.57106
N 0.44410 0.86269 0.74496
H -3.95598 0.68281 -0.09011
H 2.57512 0.67855 0.51806
H -0.14499 -2.37582 -0.88590
O -1.25863 0.71651 3.12722
N -0.69749 -1.23136 0.85272
N 1.33792 -0.97016 -0.46390
H 1.85732 0.37980 -1.97873
O -3.03842 0.38264 0.33312
H -0.68013 2.21003 -0.41718
C 1.59721 0.01499 0.58669
H -0.87115 0.47388 -1.56010
C -0.67351 0.02724 1.03993
*
```

Calculated values
Energy above the lowest of the compared OMol25 structures with the same formula, charge and spin: 77.1 kJ/mol
Total energy: -675.55729 a.u.
<S²>: 2.008
Gap between HOMO and LUMO (spin up / spin down): 6.727 / 8.714 eV

Results of the Mulliken charge analysis, in e, for atoms 1 through 2:
1. H 0.285
2. C -0.894

Computed, not measured: a 2-piece molecular cluster, C5H11NO overall at a distorted geometry, with wB97M-V/def2-TZVPD.

Structure (ORCA input):
```
! RIJCOSX wB97M-V def2-TZVPD def2/J DEFGRID3
* xyz 0 1
H -0.27492 2.87727 -3.70490
C 0.70331 0.05007 1.06564
H 1.55298 -0.04362 1.75421
C -1.56494 -0.91603 1.33893
H 0.96644 2.29741 -2.90628
C 1.00891 0.19322 -0.39819
N -2.52763 -1.92238 1.49256
C -0.24531 -1.06461 1.43550
H 0.23366 0.98984 1.38595
H 0.15779 0.51320 -0.94989
H 2.46386 -0.04323 -1.98069
H 0.06003 -2.08004 1.70133
H -2.19765 -2.61367 2.15659
H -1.97513 0.01834 0.96422
H -3.43345 -1.57100 1.75416
C 2.19776 -0.04687 -0.92033
O 0.51780 3.09766 -3.19559
H 3.08399 -0.24007 -0.32563
*
```

Calculated values
Energy above the lowest of the compared OMol25 structures with the same formula, charge and spin: 216.8 kJ/mol
Total energy: -327.04877 a.u.
Gap between HOMO and LUMO: 9.188 eV

Results of the Mulliken charge analysis, in e, for atoms 1 through 2:
1. H 0.318
2. C -0.891